Density functional theory data (ωB97M-V with the def2-TZVPD basis set) for 13 unconnected molecules or ions with the total composition C30H76BN2O20 at a distorted geometry.

Structure (XYZ):
```
129
Properties=species:S:1:pos:R:3:mulliken_charge:R:1
O -3.41 2.11 1.40 -1.054
C -2.53 1.61 0.77 0.361
O -1.32 1.32 1.21 -0.817
B -0.53 0.65 0.17 1.724
O -1.49 0.56 -0.97 -0.687
C -2.63 1.07 -0.65 0.429
O -3.63 1.14 -1.31 -0.548
O -0.07 -0.70 0.51 0.052
C 1.25 -0.75 0.49 0.576
O 1.94 -1.70 0.66 -0.723
C 1.72 0.60 -0.06 0.086
O 0.69 1.42 -0.14 -0.683
O 2.84 0.87 -0.36 -0.182
C -2.96 -2.49 -1.01 -0.479
O -3.68 -3.69 -0.77 -0.512
H -3.67 -1.71 -1.31 0.184
H -2.51 -2.15 -0.07 0.098
H -2.14 -2.54 -1.73 0.476
H -3.22 -4.42 -1.20 0.275
C -0.65 4.50 -0.29 -0.360
O 0.04 5.42 -1.12 -0.624
H -0.76 3.56 -0.83 -0.088
H -0.09 4.22 0.61 0.399
H -1.62 4.89 0.04 0.320
H 0.89 5.59 -0.69 0.354
C 2.90 4.12 0.29 -0.401
O 2.53 5.51 0.32 -0.583
H 3.91 4.01 -0.13 0.364
H 2.98 3.73 1.31 0.264
H 2.24 3.47 -0.28 0.077
H 3.18 5.88 0.92 0.292
C -6.69 2.45 2.42 -0.443
O -5.59 3.33 2.52 -0.604
H -6.67 2.04 1.40 0.147
H -6.54 1.55 3.04 0.125
H -7.61 2.91 2.74 0.331
H -4.79 2.93 2.14 0.792
C -0.41 -4.66 1.65 0.589
O -1.42 -5.31 1.94 -0.691
N 0.55 -4.35 2.55 -0.204
N -0.18 -4.20 0.38 -0.416
H 0.37 -4.64 3.50 0.189
H 1.46 -4.01 2.30 0.096
H -0.98 -4.38 -0.21 0.240
H 0.24 -3.28 0.33 0.152
C 2.41 -0.56 4.23 -1.039
C 1.25 0.42 4.43 0.673
C -0.09 -0.23 4.08 -1.014
O 1.19 0.86 5.81 -0.629
H 2.43 -1.45 4.86 0.347
H 3.33 0.02 4.24 0.396
H 2.33 -1.01 3.24 0.012
H 1.44 1.35 3.89 0.103
H -0.38 -0.96 4.84 0.606
H -0.07 -0.78 3.14 -0.294
H -0.85 0.55 4.11 0.477
H 0.47 0.36 6.21 0.382
C 4.85 -3.67 1.31 -0.760
C 5.13 -4.40 2.63 0.385
C 4.51 -3.61 3.78 -0.910
O 4.54 -5.69 2.60 -0.556
H 5.38 -4.16 0.49 0.445
H 5.12 -2.61 1.33 -0.004
H 3.80 -3.69 1.01 0.166
H 6.21 -4.48 2.81 0.283
H 3.42 -3.62 3.75 -0.034
H 4.83 -2.58 3.63 0.287
H 4.80 -3.98 4.77 0.420
H 5.03 -6.22 1.96 0.329
C -3.62 -0.74 3.34 -0.906
C -4.74 -1.33 2.49 1.233
C -4.68 -2.83 2.39 -1.513
O -5.99 -0.90 3.03 -0.619
H -2.66 -0.98 2.89 -0.052
H -3.60 -1.11 4.37 0.476
H -3.70 0.34 3.42 0.305
H -4.65 -0.93 1.47 -0.252
H -5.16 -3.36 3.22 0.409
H -3.69 -3.27 2.28 0.224
H -5.19 -3.20 1.49 0.314
H -6.61 -0.78 2.30 0.380
C -3.10 -2.87 -5.33 -1.380
C -3.87 -1.76 -4.64 0.477
C -2.97 -0.59 -4.23 -0.768
O -4.85 -1.22 -5.55 -0.600
H -2.54 -3.43 -4.57 0.295
H -2.45 -2.55 -6.15 0.324
H -3.75 -3.64 -5.76 0.383
H -4.48 -2.07 -3.78 0.183
H -3.61 0.23 -3.91 0.349
H -2.43 -0.18 -5.09 0.485
H -2.27 -0.79 -3.42 -0.087
H -4.36 -0.84 -6.29 0.356
C -3.56 4.47 -2.53 -0.863
C -5.00 4.13 -2.21 0.823
C -5.98 5.14 -2.83 -1.618
O -5.33 2.85 -2.72 -0.608
H -3.25 5.32 -1.92 0.321
H -3.43 4.69 -3.59 0.375
H -2.88 3.64 -2.30 -0.033
H -5.23 4.12 -1.14 0.068
H -5.90 5.25 -3.91 0.362
H -5.75 6.12 -2.41 0.390
H -6.97 4.83 -2.51 0.388
H -4.94 2.13 -2.19 0.489
C 4.47 -0.64 -5.61 -1.274
C 3.91 0.61 -4.93 0.160
C 3.65 0.30 -3.45 -0.953
O 4.92 1.62 -4.97 -0.564
H 5.44 -0.92 -5.20 0.321
H 4.63 -0.55 -6.69 0.337
H 3.81 -1.51 -5.51 0.312
H 3.04 0.92 -5.51 0.345
H 3.49 1.21 -2.88 0.243
H 4.40 -0.32 -2.96 0.360
H 2.72 -0.28 -3.40 0.351
H 5.69 1.29 -4.51 0.342
C 8.03 0.87 0.21 -1.661
C 6.58 0.41 0.22 1.056
C 5.84 0.64 1.50 -1.054
O 5.91 0.95 -0.93 -0.547
H 8.20 1.94 0.34 0.364
H 8.47 0.72 -0.78 0.412
H 8.61 0.32 0.94 0.377
H 6.60 -0.67 0.02 0.016
H 4.92 0.05 1.60 0.057
H 5.51 1.69 1.56 0.281
H 6.39 0.39 2.41 0.417
H 4.97 0.73 -0.80 0.230
```

net charge	-1

***

Density functional theory data (ωB97M-V with the def2-TZVPD basis set) for 9 unconnected molecules or ions with the total composition C30H76N2O15 at a distorted geometry.

Structure (XYZ):
```
123
Properties=species:S:1:pos:R:3:mulliken_charge:R:1
C 1.25 -3.65 -0.25 -1.984
C 1.22 -2.26 0.37 2.574
C 0.16 -2.23 1.48 -1.986
C 2.63 -1.95 0.90 -1.558
C 2.83 -0.46 1.16 -0.837
C 2.57 0.29 -0.14 -1.179
C 1.13 0.08 -0.61 2.222
C 0.14 0.77 0.34 -1.953
C 0.92 0.76 -1.97 -2.029
N 0.94 -1.36 -0.75 0.560
O -0.35 -1.65 -1.29 -0.406
H 0.33 -3.99 -0.72 0.238
H 1.95 -3.60 -1.09 0.328
H 1.69 -4.36 0.46 0.421
H -0.81 -1.94 1.08 0.276
H 0.00 -3.21 1.92 0.679
H 0.39 -1.50 2.26 0.185
H 2.87 -2.55 1.77 0.325
H 3.30 -2.25 0.08 0.466
H 2.07 -0.17 1.88 0.236
H 3.81 -0.26 1.60 0.475
H 3.20 -0.15 -0.92 0.431
H 2.76 1.36 -0.03 0.156
H -0.88 0.44 0.10 0.497
H 0.12 1.85 0.20 0.638
H 0.26 0.58 1.41 0.215
H 1.45 0.21 -2.75 0.500
H 1.33 1.77 -1.93 0.164
H -0.14 0.77 -2.22 0.286
H -0.11 -1.89 -2.19 0.216
C -2.19 2.98 1.92 -2.025
C -2.32 4.05 3.00 2.019
C -3.14 3.51 4.20 -1.700
C -0.90 4.35 3.48 -1.175
C -0.77 5.67 4.24 -0.943
C -1.30 6.79 3.37 -1.259
C -2.75 6.60 2.91 1.691
C -3.69 6.87 4.09 -1.792
C -3.00 7.61 1.78 -1.869
N -2.85 5.25 2.36 0.479
O -4.17 4.99 1.90 -0.479
H -1.32 2.33 2.03 0.117
H -3.10 2.40 1.78 0.527
H -2.03 3.50 0.97 0.202
H -3.81 4.20 4.71 0.320
H -3.77 2.64 3.97 0.418
H -2.48 3.15 5.00 0.376
H -0.57 3.52 4.11 0.677
H -0.28 4.48 2.59 0.128
H -1.29 5.63 5.21 0.352
H 0.29 5.86 4.45 0.443
H -0.66 6.89 2.48 0.341
H -1.23 7.76 3.88 0.502
H -3.56 6.15 4.90 0.329
H -4.75 6.85 3.84 0.378
H -3.46 7.85 4.50 0.426
H -2.56 7.23 0.86 0.387
H -2.55 8.56 2.06 0.374
H -4.08 7.78 1.69 0.369
H -4.72 4.81 2.68 0.320
O 1.25 5.05 0.43 -0.372
C 2.08 5.61 -0.60 -0.592
C 2.31 4.54 -1.65 0.461
O 3.01 5.03 -2.78 -0.592
H 0.37 4.99 0.05 0.137
H 1.56 6.48 -1.01 0.344
H 2.99 6.01 -0.15 0.298
H 1.31 4.21 -1.96 -0.027
H 2.83 3.69 -1.21 -0.049
H 3.75 4.45 -2.97 0.355
O 2.13 -8.09 -3.69 -0.548
C 2.88 -7.07 -4.36 -0.242
C 3.38 -6.17 -3.28 -0.643
O 2.34 -5.61 -2.51 -0.293
H 1.86 -8.77 -4.32 0.297
H 3.72 -7.51 -4.90 0.383
H 2.24 -6.51 -5.04 0.129
H 3.99 -5.35 -3.66 0.387
H 4.04 -6.77 -2.64 0.363
H 1.94 -6.22 -1.89 0.185
O -3.62 -4.48 0.51 -0.441
C -3.97 -4.87 -0.81 -0.657
C -2.88 -4.43 -1.75 -0.076
O -1.66 -5.14 -1.41 -0.474
H -4.37 -4.67 1.08 0.256
H -4.01 -5.97 -0.87 0.313
H -4.99 -4.59 -1.12 0.448
H -2.64 -3.37 -1.62 0.014
H -3.13 -4.70 -2.77 0.342
H -1.64 -5.12 -0.44 0.214
O 0.94 -3.35 -3.60 -0.249
C 0.33 -4.02 -4.71 -0.175
C 1.02 -3.65 -6.01 -0.544
O 0.20 -4.01 -7.12 -0.520
H 1.52 -3.99 -3.17 0.024
H 0.38 -5.10 -4.53 0.265
H -0.70 -3.67 -4.74 0.292
H 1.96 -4.20 -6.11 0.138
H 1.26 -2.59 -5.99 0.367
H -0.13 -3.21 -7.53 0.322
O -3.46 5.44 -3.26 -0.504
C -3.68 4.04 -3.28 -0.460
C -3.58 3.45 -1.90 -0.542
O -2.25 3.41 -1.41 -0.167
H -4.10 5.83 -2.67 0.302
H -4.70 3.86 -3.66 0.287
H -3.01 3.54 -3.98 0.340
H -4.10 2.48 -1.78 0.374
H -4.18 4.05 -1.21 0.292
H -1.75 2.78 -1.94 0.121
O 4.06 -4.56 4.43 -0.511
C 4.58 -4.52 3.12 0.202
C 5.59 -5.59 2.83 -0.477
O 6.58 -5.52 3.87 -0.532
H 4.67 -5.08 4.96 0.343
H 3.74 -4.69 2.43 -0.073
H 4.98 -3.53 2.89 0.127
H 6.11 -5.37 1.89 0.326
H 5.13 -6.58 2.73 0.339
H 7.16 -6.28 3.80 0.292
O -1.97 -4.51 3.01 -0.621
H -1.41 -5.18 2.61 0.316
H -2.34 -4.03 2.26 0.295
```

energy above the lowest of the compared OMol25 structures with the same formula, charge and spin	7.9	kcal per mole
structure (SMILES)	CC1(C)CCCC(C)(C)N1O.CC1(C)CCCC(C)(C)N1O.OCCO.OCCO.OCCO.OCCO.OCCO.OCCO.O

***

Density functional theory data (ωB97M-V with the def2-TZVPD basis set) for 12 unconnected molecules or ions with the total composition C30H78N2O14S8 at a distorted geometry.

Structure (XYZ):
```
132
Properties=species:S:1:pos:R:3:mulliken_charge:R:1
C -25.41 5.11 22.76 -1.081
S -23.99 4.85 21.64 0.481
O -24.48 5.11 20.24 -0.626
C -22.97 6.32 22.02 -0.644
H -25.10 4.91 23.78 0.367
H -26.18 4.38 22.53 0.383
H -25.87 6.10 22.68 0.332
H -22.42 6.27 22.95 0.452
H -23.68 7.16 22.06 0.496
H -22.40 6.53 21.12 -0.205
C -21.24 4.85 13.42 -1.078
S -20.27 4.00 14.71 0.437
O -20.10 5.02 15.84 -0.511
C -21.64 2.91 15.20 -0.564
H -22.13 5.28 13.87 0.249
H -21.38 4.14 12.61 0.409
H -20.63 5.69 13.09 0.395
H -21.46 2.46 16.17 -0.315
H -21.74 2.09 14.49 0.476
H -22.59 3.45 15.19 0.449
C -19.74 8.21 18.76 0.734
S -20.20 8.90 20.38 0.480
O -19.59 7.98 21.40 -0.548
C -19.13 10.38 20.30 -1.064
H -20.52 7.49 18.55 -1.024
H -18.79 7.69 18.89 -0.331
H -19.66 8.97 17.99 0.594
H -19.42 10.87 19.38 0.407
H -18.07 10.10 20.26 0.273
H -19.25 11.08 21.13 0.360
C -19.06 4.19 18.59 1.340
S -18.88 3.46 20.28 0.299
O -17.44 3.60 20.69 -0.272
C -19.69 4.82 21.18 -0.492
H -18.73 5.22 18.69 -0.429
H -20.05 4.15 18.13 -0.610
H -18.43 3.59 17.94 -0.236
H -20.76 4.67 21.05 0.006
H -19.34 5.81 20.89 0.307
H -19.49 4.60 22.23 -0.017
C -15.46 5.86 18.97 0.223
S -16.19 6.98 17.72 0.733
O -16.27 8.30 18.45 -0.741
C -14.73 7.04 16.64 -1.015
H -16.26 5.65 19.68 -0.268
H -14.66 6.31 19.57 0.594
H -15.10 4.95 18.49 -0.511
H -14.46 8.09 16.47 0.434
H -14.97 6.54 15.70 0.289
H -13.84 6.57 17.04 0.234
C -16.38 4.97 23.91 -0.796
S -14.71 4.49 23.37 0.389
O -14.54 5.13 22.03 -0.502
C -13.84 5.57 24.59 -1.110
H -16.62 4.48 24.86 0.467
H -17.09 4.57 23.18 0.007
H -16.54 6.04 24.01 0.337
H -14.06 6.61 24.37 0.305
H -12.77 5.39 24.53 0.385
H -14.15 5.33 25.61 0.382
C -25.00 6.74 17.22 -0.834
S -23.26 7.30 17.35 0.459
O -23.21 8.02 18.68 -0.574
C -22.54 5.71 17.77 0.520
H -25.10 6.03 16.39 0.324
H -25.61 7.62 17.05 0.385
H -25.30 6.23 18.14 0.165
H -22.77 4.94 17.04 0.156
H -22.73 5.43 18.80 -0.132
H -21.47 5.89 17.62 -0.418
C -22.49 2.33 19.08 0.290
S -22.25 1.07 20.35 0.604
O -23.61 0.67 20.88 -0.719
C -21.53 -0.24 19.36 -0.455
H -21.48 2.65 18.80 -0.567
H -23.01 3.21 19.48 -0.204
H -23.05 2.00 18.21 0.587
H -21.13 -1.08 19.94 0.455
H -20.64 0.23 18.92 -0.264
H -22.16 -0.61 18.56 0.318
C -19.99 -0.08 15.30 -0.280
O -20.72 0.10 16.26 -0.434
N -18.76 0.41 15.19 0.670
C -17.85 -0.07 14.17 -1.007
C -18.19 1.24 16.23 -0.604
H -20.33 -0.66 14.43 0.297
H -16.96 -0.55 14.59 0.291
H -17.48 0.77 13.57 0.335
H -18.32 -0.71 13.42 0.347
H -17.68 0.60 16.95 0.280
H -17.48 1.97 15.83 0.441
H -18.97 1.85 16.70 -0.292
C -14.19 2.96 16.52 -0.107
O -15.07 3.80 16.48 -0.481
N -13.91 2.23 17.62 0.334
C -12.66 1.48 17.64 -1.024
C -14.69 2.29 18.83 -1.039
H -13.57 2.69 15.66 0.360
H -12.34 1.22 16.63 0.365
H -12.84 0.50 18.10 0.320
H -11.86 2.02 18.14 0.325
H -15.73 2.59 18.67 -0.063
H -14.67 1.33 19.34 0.409
H -14.35 3.06 19.53 0.618
O -20.72 5.75 27.05 -0.558
C -20.34 4.72 26.56 0.728
O -19.26 4.59 25.79 -0.299
C -18.48 5.76 25.55 -0.347
C -18.92 6.59 24.34 -0.937
C -21.14 3.42 26.63 -0.937
H -17.44 5.44 25.47 0.322
H -18.49 6.43 26.40 0.400
H -19.06 5.98 23.45 -0.007
H -18.28 7.46 24.23 0.458
H -19.85 7.10 24.61 0.612
H -22.12 3.56 26.18 0.248
H -21.24 3.13 27.67 0.304
H -20.60 2.69 26.03 0.269
O -17.22 -1.75 17.52 -0.550
C -17.54 -2.29 18.54 0.739
O -17.72 -1.65 19.69 -0.434
C -17.51 -0.24 19.76 1.211
C -17.69 0.25 21.16 -1.063
C -17.74 -3.79 18.68 -1.132
H -18.22 0.29 19.11 -0.519
H -16.51 -0.07 19.36 0.129
H -18.69 0.19 21.59 0.290
H -17.36 1.29 21.17 0.035
H -17.02 -0.16 21.93 0.415
H -17.33 -4.32 17.83 0.330
H -18.81 -3.96 18.83 0.285
H -17.14 -4.10 19.54 0.339
```

energy above the lowest of the compared OMol25 structures with the same formula, charge and spin	23.1	kcal per mole

***

| no. | frontier orbital gap (eV) |
| --- | --- |
| 1 | 9.36 |
| 2 | 8.52 |
| 3 | 8.53 |